Molecular formula: C5H8N2
Method: DFT, wB97M-V/def2-TZVPD

Output
Energy above the lowest of the compared OMol25 structures with the same formula, charge and spin, eV: 5.8666
HOMO level (spin up / spin down), eV: -7.9 / -7.9

Each line ends with the Mulliken charge.
Atoms and positions in Å:
C1 -2.0696 0.1423 -0.0059  -1.19
C2 -1.0472 -0.3963 -0.9830  0.50
C3 0.2727 0.2371 -1.2923  -0.12
C4 0.8882 1.0728 -0.3011  0.12
N1 1.6145 1.3363 0.6178  -0.51
N2 0.1515 -1.0286 -0.5911  -0.74
C5 2.0095 -0.2135 1.3936  -0.58
H1 -1.6161 0.7896 0.7518  0.33
H2 -2.8426 0.7091 -0.5357  0.30
H3 -2.5557 -0.6938 0.5097  0.25
H4 -1.4943 -0.8117 -1.8955  0.34
H5 0.6900 0.3123 -2.2918  0.35
H6 1.4122 -0.8269 0.7213  0.42
H7 3.0029 -0.6899 1.5585  0.27
H8 1.5841 0.0614 2.3437  0.25


Molecular formula: C5H8N2
Method: DFT, wB97M-V/def2-TZVPD

Output
Energy above the lowest of the compared OMol25 structures with the same formula, charge and spin, eV: 5.0285
HOMO level (spin up / spin down), eV: -6.6 / -5.8

Each line ends with the Mulliken charge.
Atoms and positions in Å:
C1 -2.4390 -0.2079 -0.3975  -0.82
N1 -1.0839 0.0663 0.0226  0.56
C2 -0.0038 -0.7418 -0.1154  -0.63
C3 1.1805 0.0134 0.2539  0.68
C4 2.5211 -0.4224 0.5429  -1.11
C5 0.5474 1.3221 0.5552  -0.37
N2 -0.7465 1.3159 0.3989  -0.82
H1 -2.5788 -0.0072 -1.4656  0.31
H2 -3.1042 0.4339 0.1817  0.29
H3 -2.6750 -1.2547 -0.1904  0.30
H4 -0.0812 -1.7572 -0.4768  0.43
H5 1.3025 0.0924 -0.8929  0.24
H6 2.8076 -1.4136 0.2048  0.26
H7 3.2933 0.3393 0.5072  0.24
H8 1.0600 2.2214 0.8715  0.43


Molecular formula: C5H8N2
Method: DFT, wB97M-V/def2-TZVPD

Output
Energy above the lowest of the compared OMol25 structures with the same formula, charge and spin, eV: 2.2024
Total charge: +2
HOMO level, eV: -19.9

Each line ends with the Mulliken charge.
Atoms and positions in Å:
C1 -1.2664 0.1800 0.9253  -0.22
C2 -1.8470 0.1992 -0.1366  -0.02
C3 -2.3716 0.1101 -1.3708  0.28
C4 2.5136 0.0071 1.6062  0.31
C5 -1.6587 -0.2280 -2.5188  -0.92
N1 1.4961 -0.1642 1.0701  0.05
N2 3.5768 0.2588 2.2703  -0.41
H1 -1.2409 0.1896 1.9734  0.49
H2 -3.5032 0.1011 -1.3322  0.36
H3 0.8657 -0.6545 0.5307  0.28
H4 -1.8255 -1.4261 -2.7143  0.35
H5 -0.5078 0.0427 -2.4157  0.32
H6 -1.9546 0.3169 -3.3942  0.39
H7 4.0185 1.2548 2.2974  0.37
H8 3.7051 -0.1877 3.2094  0.35


Molecular formula: C5H8N2O
Method: DFT, wB97M-V/def2-TZVPD

Output
Energy above the lowest of the compared OMol25 structures with the same formula, charge and spin, eV: 3.6991
Structure (SMILES): OCCc1cn[nH]c1
HOMO level, eV: -9.2

Each line ends with the Mulliken charge.
Atoms and positions in Å:
C1 -1.8769 0.3625 -0.4168  -0.51
C2 -0.7792 0.5609 0.6297  -0.47
C3 0.5481 0.1663 0.2770  0.53
C4 1.5644 0.9712 -0.3808  -0.10
C5 1.1253 -0.9884 0.3214  -0.73
H1 -2.7913 -1.3930 0.0814  0.35
H2 -1.3030 0.8307 -1.4507  0.24
H3 -2.7747 0.9287 -0.1355  0.30
H4 -0.7515 1.6185 1.1326  0.30
H5 -1.1960 -0.0764 1.6315  0.22
H6 1.3970 2.1752 -0.6488  0.25
H7 3.1531 -1.7394 -0.3014  0.30
H8 0.8368 -1.8606 0.8416  0.43
N1 2.6455 0.2842 -0.6604  -0.80
N2 2.3665 -0.8849 -0.1610  0.21
O1 -2.1641 -0.9556 -0.7597  -0.53